[1]
ORCA calculation (ωB97M-V/def2-TZVPD) on 6 unconnected molecules or ions with the total composition C16H17Cl2F5O16P at a distorted geometry.

Results
- Highest occupied orbital energy: -0.1280 Ha
- LUMO: 1.83 eV

Structure (ORCA input):
```
! RIJCOSX wB97M-V def2-TZVPD def2/J DEFGRID3
* xyz -1 1
O 1.29 5.46 0.52
P 1.97 3.89 0.63
Cl 0.75 3.41 2.33
C 3.63 4.04 1.21
Cl 4.13 4.03 2.95
H 1.12 5.60 -0.38
H 4.21 3.21 0.73
C 2.35 -1.48 0.25
C 1.95 -0.08 0.66
O 1.49 0.47 -0.57
C 1.06 -0.53 -1.34
O 0.41 -0.42 -2.34
O 1.45 -1.73 -0.84
F 3.01 0.64 1.08
H 3.37 -1.50 -0.13
H 2.20 -2.21 1.04
H 1.15 -0.03 1.40
C -3.90 -0.33 -0.03
C -2.90 0.08 -1.10
O -1.87 0.67 -0.35
C -1.89 0.13 0.90
O -1.01 0.26 1.68
O -3.04 -0.56 1.09
F -3.42 1.01 -1.95
H -4.57 0.50 0.19
H -4.46 -1.23 -0.26
H -2.50 -0.74 -1.70
C -1.07 -4.39 -0.29
C -1.80 -5.71 -0.31
O -3.03 -5.41 0.31
C -3.26 -4.08 0.16
O -4.30 -3.55 0.38
O -2.16 -3.45 -0.31
F -1.16 -6.67 0.42
H -0.52 -4.27 0.64
H -0.42 -4.21 -1.14
H -1.99 -6.11 -1.31
C 2.18 1.37 4.89
C 3.69 1.28 4.86
O 3.91 -0.09 4.54
C 2.82 -0.53 3.87
O 2.79 -1.55 3.24
O 1.80 0.33 3.98
F 4.25 1.53 6.07
H 1.81 1.11 5.88
H 1.79 2.32 4.54
H 4.16 1.90 4.10
C -1.12 0.94 -4.66
C -1.38 2.39 -4.31
O -1.83 2.93 -5.54
C -2.34 1.91 -6.29
O -2.98 2.06 -7.28
O -2.03 0.72 -5.74
F -0.26 3.05 -3.93
H -0.09 0.83 -5.02
H -1.30 0.24 -3.86
H -2.16 2.54 -3.55
*
```

[2]
ORCA calculation (ωB97M-V/def2-TZVPD) on a molecular structure, C6H7LiNaO6 at a distorted geometry.

Results
- ΔE to the lowest compared entry with this formula, charge and spin: 122.81 kcal/mol
- Highest occupied orbital energy (spin up / spin down): -0.2713 / -0.2936 Ha
- LUMO (spin up / spin down): -2.11 / -2.12 eV
- Expectation value of S²: 0.86

Structure (ORCA input):
```
! RIJCOSX wB97M-V def2-TZVPD def2/J DEFGRID3
* xyz 0 2
O -1.54 0.50 -0.94
C -2.80 1.04 -0.78
C -0.50 1.19 -1.59
O -3.23 0.82 0.39
O -3.37 1.45 -1.79
C 0.28 0.20 -2.41
H 0.16 1.57 -0.79
H -0.89 2.01 -2.23
H 1.44 -0.32 -1.47
H -0.32 -0.57 -2.90
H 0.96 0.67 -3.13
Li -1.97 -0.12 1.43
O 0.91 -0.50 1.30
C 0.48 -0.97 2.49
O 1.24 -1.56 3.27
Na -0.45 -2.06 5.27
O -0.76 -0.82 2.70
C 2.12 -0.90 0.79
H 2.68 -1.61 1.40
C 2.51 -0.48 -0.40
H 3.03 0.45 -0.60
*
```

[3]
ORCA calculation (ωB97M-V/def2-TZVPD) on 7 unconnected molecules or ions with the total composition H14O7.

Results
- SMILES: O.O.O.O.O.O.O
- ΔE to the lowest compared entry with this formula, charge and spin: 53.02 kcal/mol
- Highest occupied orbital energy: -0.4154 Ha
- LUMO: 0.16 eV

Structure (ORCA input):
```
! RIJCOSX wB97M-V def2-TZVPD def2/J DEFGRID3
* xyz 0 1
H 0.74 0.00 0.08
H 0.26 0.21 1.51
H 1.10 -2.80 -2.43
H 0.02 -2.11 -1.63
H 3.54 -4.11 -1.69
H 4.04 -3.34 -0.49
H 1.85 5.10 1.39
H 1.78 5.11 -0.12
H 0.57 -2.12 2.69
H 1.44 -3.14 1.98
H -3.16 5.03 -1.39
H -2.68 3.71 -0.80
H -4.98 -1.29 -0.58
H -3.66 -1.00 0.11
O 0.15 0.55 0.61
O 0.27 -2.97 -1.98
O 3.28 -3.44 -1.06
O 1.99 4.54 0.63
O 1.35 -2.67 2.82
O -2.68 4.66 -0.64
O -4.46 -0.57 -0.21
*
```

[4]
ORCA calculation (ωB97M-V/def2-TZVPD) on a molecular structure, C58H48AsNO7P2SZr at a distorted geometry.

Results
- ΔE to the lowest compared entry with this formula, charge and spin: 28.75 kcal/mol
- Highest occupied orbital energy: -0.4482 Ha
- LUMO: -6.71 eV

Structure (ORCA input):
```
! RIJCOSX wB97M-V def2-TZVPD def2/J DEFGRID3
* xyz 2 1
Zr 0.51 -0.02 -0.57
O 1.50 2.13 -4.16
C 1.02 1.27 -3.32
O 0.96 1.48 -2.11
C 0.47 0.00 -3.86
C 0.22 -0.26 -5.19
C -0.37 -1.48 -5.51
C -0.67 -2.37 -4.50
C -0.41 -2.01 -3.19
N 0.14 -0.84 -2.87
C -0.70 -2.81 -1.95
O -0.95 -4.09 -2.00
O -0.60 -2.24 -0.88
H 1.89 2.89 -3.68
H 0.47 0.48 -5.94
H -0.61 -1.72 -6.54
H -1.13 -3.33 -4.73
H -0.95 -4.46 -2.90
S 3.05 0.21 -1.48
C 4.23 -0.66 -0.51
C 5.57 -0.27 -0.53
C 6.52 -1.05 0.11
C 6.16 -2.22 0.76
C 4.83 -2.61 0.78
C 3.86 -1.81 0.18
As 2.00 -2.30 0.05
C 1.61 -3.10 1.76
C 0.42 -3.83 1.86
C 0.05 -4.39 3.08
C 0.86 -4.22 4.19
C 2.02 -3.48 4.10
C 2.40 -2.91 2.89
C 2.24 -3.81 -1.13
C 2.44 -3.52 -2.48
C 2.66 -4.55 -3.39
C 2.67 -5.87 -2.95
C 2.48 -6.15 -1.61
C 2.26 -5.13 -0.70
H 5.86 0.62 -1.07
H 7.57 -0.75 0.08
H 6.91 -2.84 1.23
H 4.55 -3.55 1.23
H -0.21 -3.97 0.99
H -0.87 -4.96 3.15
H 0.57 -4.67 5.14
H 2.66 -3.36 4.97
H 3.29 -2.31 2.83
H 2.48 -2.49 -2.82
H 2.85 -4.32 -4.43
H 2.84 -6.67 -3.66
H 2.51 -7.18 -1.26
H 2.12 -5.36 0.35
C -1.15 3.38 -1.16
C -2.16 2.38 -1.76
P -3.18 1.64 -0.39
C -3.71 0.06 -1.18
C -3.84 -0.10 -2.55
C -4.41 -1.26 -3.08
C -4.86 -2.26 -2.24
C -4.74 -2.12 -0.86
C -4.16 -0.97 -0.34
C -4.79 2.52 -0.61
C -5.99 1.91 -0.26
C -7.20 2.56 -0.45
C -7.23 3.85 -0.97
C -6.04 4.48 -1.29
C -4.83 3.83 -1.09
P -0.01 2.67 0.15
C 1.61 3.47 -0.16
C 2.73 2.96 0.50
C 3.98 3.51 0.29
C 4.14 4.58 -0.57
C 3.03 5.12 -1.21
C 1.77 4.57 -1.00
C -0.52 3.56 1.65
C -0.65 2.91 2.87
C -0.96 3.63 4.02
C -1.16 5.00 3.94
C -1.02 5.66 2.73
C -0.69 4.95 1.59
H -1.74 4.16 -0.68
H -0.53 3.84 -1.93
H -1.66 1.57 -2.30
H -2.81 2.89 -2.48
H -3.56 0.70 -3.23
H -4.53 -1.35 -4.15
H -5.33 -3.15 -2.65
H -5.10 -2.89 -0.20
H -4.09 -0.84 0.73
H -6.00 0.90 0.15
H -8.12 2.06 -0.19
H -8.17 4.35 -1.13
H -6.05 5.49 -1.69
H -3.91 4.37 -1.32
H 2.62 2.14 1.20
H 4.84 3.10 0.81
H 5.12 5.00 -0.74
H 3.14 5.99 -1.86
H 0.92 5.02 -1.50
H -0.51 1.84 2.93
H -1.06 3.11 4.96
H -1.41 5.56 4.84
H -1.15 6.73 2.67
H -0.56 5.48 0.65
O 2.27 0.53 3.82
C 1.15 -0.08 4.26
C 0.93 -0.32 5.61
C -0.24 -0.92 6.03
C -1.22 -1.29 5.12
C -1.01 -1.07 3.78
C 0.17 -0.46 3.32
C 0.33 -0.25 1.90
O 1.41 0.16 1.34
O -0.65 -0.45 1.08
H 2.84 0.75 4.57
H 1.69 -0.03 6.33
H -0.39 -1.11 7.09
H -2.15 -1.74 5.46
H -1.74 -1.38 3.04
*
```

[5]
ORCA calculation (ωB97M-V/def2-TZVPD) on a molecular structure, C5H6ClF at a distorted geometry.

Results
- ΔE to the lowest compared entry with this formula, charge and spin: 68.88 kcal/mol
- Highest occupied orbital energy: -0.2759 Ha
- LUMO: 0.35 eV

Structure (ORCA input):
```
! RIJCOSX wB97M-V def2-TZVPD def2/J DEFGRID3
* xyz 0 1
C 1.68 -0.09 -1.42
C 0.95 -0.53 -0.38
C -1.08 -0.60 1.01
C -0.85 0.94 1.09
C -0.42 -0.45 -0.33
F -1.09 -0.11 -1.53
Cl -1.84 2.10 0.37
H 2.71 -0.21 -1.60
H 1.25 0.47 -2.23
H 1.26 -1.04 0.62
H -0.54 -1.05 1.82
H -2.16 -0.79 0.98
H 0.14 1.35 1.59
*
```

[6]
ORCA calculation (ωB97M-V/def2-TZVPD) on a molecular structure, C3H3AlFO2 at a distorted geometry.

Results
- Highest occupied orbital energy (spin up / spin down): -0.5152 / -0.5151 Ha
- LUMO (spin up / spin down): -7.15 / -7.15 eV

Structure (ORCA input):
```
! RIJCOSX wB97M-V def2-TZVPD def2/J DEFGRID3
* xyz 1 1
H 1.36 1.38 0.19
F 1.14 -0.44 2.01
O -0.53 -1.02 0.37
O -0.69 0.59 -1.00
C -0.06 0.14 1.04
C 0.36 1.00 -0.07
C -0.50 -0.74 -0.97
H -0.74 0.50 1.82
H 1.07 0.54 -1.15
Al -1.41 -1.95 -2.23
*
```

[7]
ORCA calculation (ωB97M-V/def2-TZVPD) on a molecular structure, C4H5NO2 at a distorted geometry.

Results
- ΔE to the lowest compared entry with this formula, charge and spin: 79.43 kcal/mol
- Highest occupied orbital energy: -0.3342 Ha
- LUMO: 0.41 eV

Structure (ORCA input):
```
! RIJCOSX wB97M-V def2-TZVPD def2/J DEFGRID3
* xyz 0 1
C -1.47 -0.11 0.08
C 1.20 0.23 -0.01
C -1.45 1.38 0.14
C 1.41 -1.21 -0.05
N -0.47 0.50 0.72
O -1.80 -1.15 -0.33
O 1.57 1.21 -0.56
H -1.18 1.96 -0.78
H -1.98 1.89 0.94
H 1.54 -1.78 1.01
H 2.22 -1.29 -0.69
H 0.40 -1.63 -0.48
*
```

[8]
ORCA calculation (ωB97M-V/def2-TZVPD) on 2 unconnected molecules or ions with the total composition C13H29N6O9P2 at a distorted geometry.

Results
- Highest occupied orbital energy: 0.1369 Ha
- LUMO: 4.86 eV

Structure (ORCA input):
```
! RIJCOSX wB97M-V def2-TZVPD def2/J DEFGRID3
* xyz -3 1
O -7.62 0.64 2.07
O -4.31 4.23 1.01
O 2.63 -2.30 0.76
O 3.22 -0.51 -3.86
O 2.59 -0.41 -0.49
O 0.84 -2.07 -0.62
O 1.25 -1.94 -3.90
O 3.29 -2.69 -4.86
O 3.03 -4.19 -2.08
C -6.79 1.53 2.18
C -4.11 3.02 1.00
C 0.20 0.39 1.12
N 0.53 -0.73 1.70
N -3.66 2.35 -0.06
N 7.98 -3.80 -3.38
N -0.18 1.49 1.74
N -5.48 1.26 2.15
N 0.17 0.47 -0.16
C -7.26 2.96 2.39
C -3.25 2.96 -1.33
C 7.20 -3.13 -2.35
C -0.60 1.68 3.13
C 5.73 -3.22 -2.77
C -1.95 2.41 3.17
C 4.79 -2.52 -1.77
C -3.11 1.47 2.76
C 3.28 -2.74 -2.05
C -4.37 2.22 2.29
P 2.33 -1.87 -0.64
P 2.73 -1.92 -3.70
H 2.18 -4.29 -2.54
H 0.42 -1.50 1.03
H 1.54 -0.93 1.57
H -3.51 1.36 0.04
H 7.63 -4.75 -3.46
H 7.80 -3.30 -4.25
H -0.28 2.24 1.08
H -5.25 0.29 2.01
H 0.13 -0.48 -0.59
H 1.15 0.51 -0.51
H -6.89 3.59 1.58
H -6.90 3.32 3.35
H -8.35 2.97 2.39
H -2.93 3.99 -1.18
H -2.41 2.39 -1.75
H -4.07 2.94 -2.04
H 7.51 -2.08 -2.26
H 7.36 -3.62 -1.39
H -0.67 0.72 3.65
H 0.15 2.29 3.64
H 5.45 -4.27 -2.86
H 5.62 -2.76 -3.75
H -1.90 3.27 2.52
H -2.14 2.76 4.19
H 5.00 -1.44 -1.78
H 5.01 -2.88 -0.76
H -2.77 0.80 1.96
H -3.36 0.84 3.61
H -4.62 2.96 3.06
*
```